Molecular formula: C41H64ClN4O4SSiTi
Method: DFT, ωB97M-V/def2-TZVPD

Each line ends with the Mulliken charge.
CARTESIAN COORDINATES (ANGSTROEM)
1 C 1.00026 2.00712 -2.91313  3.143
2 C -1.26094 -4.35777 0.60034  -1.555
3 C 1.78062 -1.58803 -3.01624  -1.654
4 H 1.17290 2.84588 -0.91208  0.292
5 H 7.19444 -0.59341 -3.30351  0.421
6 C -0.60240 -2.23768 -3.00203  -1.858
7 H -5.35769 -1.82117 0.26718  0.206
8 C -2.87342 0.13248 1.31285  -0.342
9 H -4.61457 -2.15939 -1.87766  0.234
10 C 6.07272 1.66131 -1.04340  -0.648
11 H -2.66492 0.50666 -3.10044  0.680
12 H 1.92740 -1.58346 -1.93534  -0.157
13 H -0.30452 3.09792 -4.30715  0.360
14 H -3.66438 -3.41236 2.89494  0.335
15 N 4.08123 1.53681 0.36565  0.376
16 H -5.74727 -0.21809 0.87769  0.293
17 H -4.04701 1.65741 -1.94499  0.047
18 O 0.05068 1.17289 0.67752  0.956
19 H -5.35467 1.60051 1.52440  0.338
20 H -0.36387 -3.16706 -3.52739  0.657
21 H -0.84656 -4.54349 3.29906  0.559
22 H 0.94956 0.51277 4.74791  0.389
23 H -2.65953 1.03136 3.99773  0.392
24 H -3.11644 -5.03590 2.46511  0.487
25 H -5.13629 -0.79439 -2.84461  0.494
26 C 0.37412 -1.13395 -3.42455  2.583
27 H 7.75011 1.62053 -2.36533  0.403
28 H 2.56098 -0.96944 -3.45491  0.364
29 C 3.39053 -1.72330 3.80709  -0.854
30 H -4.82015 2.46370 2.95259  0.562
31 H -3.89092 -4.01348 1.25036  0.283
32 C 6.56407 -0.15554 -2.54352  -0.620
33 C 1.33325 -0.44602 4.40537  -0.746
34 C 4.35386 2.23755 1.49250  0.351
35 H -1.10396 -5.36329 0.99222  0.497
36 H 3.26000 0.41035 4.03424  -0.211
37 H -1.95429 -4.44318 -0.23590  0.316
38 H -2.54318 2.72857 3.57150  0.500
39 H -3.42325 -1.12221 -2.63692  0.278
40 C -5.57294 -0.79224 -0.02400  -1.507
41 H 2.77569 1.10583 -3.80098  0.332
42 C -4.42736 -0.22125 -0.88278  1.631
43 H -0.30546 -3.99165 0.22441  0.119
44 H 1.06316 -0.29581 -5.32470  0.348
45 H -2.75908 -2.42541 -0.82369  0.733
46 H -6.49497 -0.79385 -0.60731  0.475
47 H 3.14816 -0.48416 5.54522  0.499
48 H 4.04978 4.63105 2.92579  0.406
49 H 1.21992 4.03615 -2.19721  0.658
50 C 5.43047 -0.82951 -2.10950  -0.765
51 H 6.29613 2.64433 -0.65688  0.506
52 C 1.61895 -1.32534 2.12740  0.245
53 N 0.92659 -0.61981 3.00941  0.927
54 C -3.19096 1.50027 1.92507  1.801
55 O 3.56538 4.31340 3.70001  -0.499
56 H -0.31733 3.31949 -1.73274  0.228
57 H -1.72053 1.09784 -4.45328  0.484
58 C -2.22582 -0.88970 2.03879  -1.074
59 H -1.85467 2.98070 1.05144  -0.161
60 C 0.34058 -1.02144 -4.95268  -1.777
61 H 3.71163 -0.75823 -0.81258  0.384
62 C 2.49048 1.66209 -2.90768  -2.211
63 H -3.06963 2.39161 -0.08464  0.137
64 C -2.58679 -1.71599 -0.03047  -1.196
65 H 1.94135 -2.61231 -3.36652  0.562
66 O 2.20993 2.64583 4.23648  -0.451
67 C 0.74450 3.10595 -1.87421  -1.873
68 H 3.26727 -2.39082 1.77605  0.311
69 N 2.75860 1.39061 0.20346  0.465
70 Ti -0.87114 -0.14275 -0.08933  -0.941
71 H 1.41503 3.38347 -4.51279  0.570
72 H -3.52303 3.51068 1.19289  0.523
73 C -3.21319 -4.01115 2.10381  -1.713
74 C 0.66952 2.61491 -4.28962  -1.958
75 C -4.38262 -1.12488 -2.13012  -1.743
76 C 2.19278 2.00093 1.22751  -1.098
77 C 2.84763 -0.48548 4.49878  -0.151
78 H -1.99592 -0.83661 3.09071  1.019
79 C 3.15293 2.57541 2.08504  0.101
80 H 0.60008 -1.98829 -5.39332  0.508
81 H -1.29699 1.63140 3.02151  0.024
82 H -0.64279 -0.74679 -5.33155  0.323
83 H -5.72972 1.15161 -1.87515  0.676
84 H -1.64167 -1.99407 -3.22756  0.405
85 C 6.88027 1.08569 -2.01291  -0.898
86 H -1.33882 -2.92442 3.76374  0.317
87 O 0.18746 3.06222 1.88105  -0.655
88 H 0.88705 -1.24471 5.00574  0.418
89 S 1.03385 -1.73098 0.56397  -0.808
90 H 0.69920 1.88978 -5.10164  0.337
91 H 3.16419 -2.62893 4.37551  0.289
92 C -2.09612 -2.05190 1.24029  2.545
93 C -0.92623 -3.51450 2.94605  -1.544
94 C 0.72063 2.15098 1.31837  0.088
95 H -4.93042 0.70230 2.98480  0.328
96 H 3.07348 2.58860 -2.91137  0.635
97 C -1.82426 -3.46733 1.70904  1.437
98 Si -0.18044 0.51209 -2.58571  -0.150
99 N 2.80646 -1.82563 2.47180  -0.006
100 C 4.96232 0.96299 -0.60353  0.333
101 C -3.14372 -0.39378 -0.01920  0.888
102 C -4.80059 1.19922 -1.30672  -1.811
103 H -0.53215 -2.46542 -1.92903  0.214
104 C 4.62343 -0.27449 -1.13037  0.263
105 H -4.97683 1.85825 -0.46204  0.270
106 C -4.66639 1.55917 2.36303  -1.956
107 C -1.80059 1.09531 -3.36618  -1.577
108 C 2.91711 3.17373 3.42461  0.318
109 H 5.16718 -1.78584 -2.53965  0.471
110 Cl 5.93440 2.48064 2.07636  -0.148
111 H -2.00213 2.12178 -3.05425  0.353
112 H 0.00489 -0.30816 2.72340  -1.280
113 H 4.47200 -1.66257 3.68657  0.487
114 H 2.78345 1.08321 -2.03531  0.245
115 H 0.07896 -3.15791 2.72455  0.299
116 C -2.88908 2.65556 0.95601  -1.319
117 C -2.36897 1.71787 3.20339  -1.810

Force components x, y, z for each atom (eV/Å):
C -0.1 0.1 0.1
C 0.1 0.0 0.0
C 0.0 0.0 0.0
H 0.0 0.0 -0.1
H 0.0 0.0 0.0
C 0.0 0.0 0.1
H 0.0 0.0 0.0
C 0.1 0.2 -0.2
H 0.0 0.0 0.0
C 0.0 0.0 -0.1
H -0.1 -0.1 0.0
H 0.0 0.0 0.0
H -0.1 0.0 0.0
H 0.0 0.0 0.0
N -0.3 0.0 0.0
H 0.0 0.0 0.1
H 0.0 0.0 0.0
O 0.0 0.9 0.4
H 0.0 0.0 0.0
H 0.0 0.0 0.0
H 0.0 0.0 0.0
H 0.1 0.0 0.0
H -0.1 -0.1 0.1
H 0.0 0.0 0.0
H 0.0 0.0 0.0
C 0.0 0.0 0.0
H 0.0 0.0 0.0
H 0.0 0.0 0.0
C 0.0 0.0 0.0
H 0.0 0.0 0.0
H 0.0 0.0 0.0
C 0.0 0.0 0.0
C 0.0 0.0 0.0
C -0.1 0.1 0.2
H 0.0 0.0 0.0
H 0.0 0.0 0.0
H 0.0 0.0 0.0
H 0.0 0.0 0.0
H 0.0 0.0 0.0
C 0.0 0.0 0.0
H 0.0 0.0 -0.1
C 0.1 0.0 0.0
H -0.1 0.0 0.0
H 0.0 0.1 0.0
H 0.2 0.0 0.0
H 0.0 0.0 0.0
H 0.0 0.0 0.0
H 0.0 0.0 0.0
H 0.0 0.0 0.0
C 0.0 0.0 0.0
H 0.0 0.0 0.0
C 0.0 0.0 0.1
N -0.1 0.1 -0.1
C -0.1 -0.1 0.0
O 0.0 0.0 0.0
H -0.1 0.0 0.0
H 0.0 0.0 -0.1
C -0.2 0.0 -0.3
H -0.1 0.0 0.0
C 0.0 0.0 0.0
H 0.0 -0.1 0.1
C 0.0 -0.1 0.0
H 0.0 0.0 0.1
C -0.3 -0.1 0.1
H 0.0 0.0 0.0
O 0.0 0.1 0.0
C 0.0 0.0 0.0
H 0.0 0.0 0.0
N 0.0 -0.1 0.3
Ti 0.6 -1.0 0.7
H 0.0 0.0 0.0
H 0.0 0.0 0.0
C 0.0 0.0 0.0
C 0.0 0.0 0.0
C 0.0 0.0 0.0
C 0.2 0.0 0.1
C 0.0 0.0 0.0
H 0.2 0.1 0.0
C 0.2 -0.1 -0.1
H 0.0 0.0 0.0
H 0.0 0.0 0.0
H -0.1 0.0 0.0
H 0.0 0.0 0.0
H 0.0 0.0 0.0
C 0.0 0.0 0.0
H 0.0 0.1 0.1
O 0.2 -0.1 0.0
H 0.0 0.0 0.0
S -0.1 0.3 -0.4
H 0.0 -0.1 0.0
H 0.0 0.0 0.0
C 0.1 0.0 -0.2
C 0.1 -0.1 -0.1
C 0.0 -0.1 -0.1
H 0.0 0.0 0.0
H 0.0 0.0 0.0
C 0.0 0.1 0.1
Si -0.2 0.0 -0.3
N -0.1 0.0 -0.1
C 0.0 -0.1 0.0
C -0.7 -0.2 0.1
C 0.0 0.0 0.0
H 0.0 0.0 0.0
C 0.1 0.0 0.0
H 0.0 0.0 0.0
C 0.0 0.0 0.0
C 0.1 0.0 0.0
C 0.0 0.0 0.0
H 0.0 0.0 0.0
Cl 0.0 0.0 0.1
H 0.0 0.0 0.0
H 0.2 -0.1 0.1
H 0.0 0.0 0.1
H -0.1 0.1 -0.2
H -0.1 -0.1 0.0
C 0.1 0.1 -0.1
C 0.1 0.0 0.0

total charge	+1
E_HOMO	-10.6	eV
E_LUMO	-3.4	eV